[1]
Formula: C26H39F3N6O3ReS2SbSe
Source: OMol25
Level of theory: the ωB97M-V functional and the def2-TZVPD basis

Positions of all 82 atoms, in Å:
Re1 -2.247 0.931 -0.051
C1 -5.413 -0.081 -2.851
C2 -4.384 0.583 -2.001
N1 -3.757 0.023 -1.004
N2 -4.060 -1.294 -0.672
C3 -3.245 -1.957 0.156
N3 -3.540 -3.198 0.488
S1 -1.789 -1.217 0.768
C4 -3.999 1.983 -2.183
C5 -4.639 2.834 -3.070
C6 -4.291 4.175 -3.093
C7 -3.312 4.629 -2.223
C8 -2.690 3.727 -1.382
N4 -3.009 2.426 -1.358
H1 -5.247 -1.154 -2.943
H2 -5.383 0.321 -3.861
H3 -6.418 0.091 -2.456
H4 -4.918 -1.696 -1.024
H5 -4.360 -3.684 0.154
H6 -2.937 -3.696 1.125
H7 -5.417 2.462 -3.721
H8 -4.787 4.856 -3.770
H9 -3.027 5.672 -2.196
H10 -1.910 4.039 -0.701
C9 -1.211 4.149 2.588
N5 -1.470 2.963 3.397
C10 -2.338 1.990 3.139
Se1 -3.569 1.877 1.669
N6 -2.295 1.094 4.129
C11 -1.364 1.497 5.085
C12 -0.967 0.940 6.296
C13 -0.008 1.638 6.999
C14 0.537 2.841 6.516
C15 0.141 3.390 5.315
C16 -0.830 2.687 4.610
H11 -2.030 4.284 1.889
H12 -0.272 4.033 2.051
H13 -1.160 5.014 3.245
H14 -2.903 0.293 4.193
H15 -1.392 0.021 6.675
H16 0.331 1.256 7.952
H17 1.284 3.353 7.107
H18 0.561 4.318 4.953
F1 1.862 2.883 -2.354
C17 0.715 2.979 -1.723
F2 -0.267 3.132 -2.604
F3 0.729 4.016 -0.893
S2 0.442 1.417 -0.723
O1 1.746 0.852 -0.619
O2 -0.587 0.638 -1.480
O3 -0.240 1.799 0.546
C18 3.320 -1.199 1.538
C19 3.416 -2.516 0.779
C20 4.843 -3.056 0.703
Sb1 2.585 -2.327 -1.207
C21 3.739 -1.074 -2.547
C22 5.170 -1.576 -2.707
C23 2.987 -0.966 -3.868
C24 2.283 -4.340 -1.954
C25 3.503 -4.813 -2.741
C26 1.947 -5.249 -0.777
H19 3.727 -1.336 2.542
H20 2.291 -0.851 1.634
H21 3.899 -0.411 1.055
H22 2.765 -3.267 1.232
H23 5.536 -2.312 0.312
H24 4.929 -3.962 0.103
H25 5.175 -3.305 1.714
H26 3.730 -0.115 -2.027
H27 5.219 -2.548 -3.194
H28 5.708 -1.630 -1.763
H29 5.708 -0.869 -3.345
H30 2.980 -1.913 -4.410
H31 3.490 -0.234 -4.503
H32 1.955 -0.635 -3.736
H33 1.426 -4.252 -2.623
H34 4.408 -4.831 -2.132
H35 3.689 -4.207 -3.627
H36 3.323 -5.836 -3.081
H37 2.813 -5.406 -0.132
H38 1.646 -6.228 -1.156
H39 1.127 -4.866 -0.166

Net charge: +3
Orbital gap (spin up / spin down): 0.2381 / 0.2458 Ha
⟨S²⟩: 0.7956
Relative energy (zero: lowest compared OMol25 entry of this formula, charge and spin): 1.2 kcal/mol
2S+1: 2
Total energy: -5383.46693 hartree
E_HOMO (spin up / spin down): -15.628 / -15.834 eV

Atomic charges from the Mulliken analysis, expressed in e, are listed below:
1 Re 0.39
2 C -1.74
3 C 1.06
4 N 0.45
5 N -0.69
6 C 0.86
7 N -0.40
8 S -0.43
9 C 0.78
10 C -0.97
11 C -0.68
12 C -1.15
13 C 0.02
14 N 0.56
15 H 0.55
16 H 0.49
17 H 0.36
18 H 0.26
19 H 0.21
20 H 0.23
21 H 0.42
22 H 0.47
23 H 0.51
24 H 0.59
25 C -1.19
26 N 0.37
27 C -0.17
28 Se -0.13
29 N 0.10
30 C 0.49
31 C -0.96
32 C -0.53
33 C -0.74
34 C -0.70
35 C 0.96
36 H 0.32
37 H 0.38
38 H 0.47
39 H 0.26
40 H 0.43
41 H 0.43
42 H 0.43
43 H 0.44
44 F -0.16
45 C 0.58
46 F -0.18
47 F -0.20
48 S 0.86
49 O -0.38
50 O -0.65
51 O -0.61
52 C -1.38
53 C 0.29
54 C -1.36
55 Sb 0.45
56 C 0.43
57 C -1.24
58 C -1.38
59 C 0.29
60 C -1.26
61 C -1.41
62 H 0.47
63 H 0.28
64 H 0.35
65 H 0.42
66 H 0.31
67 H 0.31
68 H 0.46
69 H 0.32
70 H 0.25
71 H 0.30
72 H 0.46
73 H 0.31
74 H 0.45
75 H 0.31
76 H 0.40
77 H 0.27
78 H 0.30
79 H 0.48
80 H 0.31
81 H 0.46
82 H 0.34

=====

[2]
Formula: C26H39N3O6
Source: OMol25
Level of theory: the ωB97M-V functional and the def2-TZVPD basis

Positions of all 74 atoms, in Å:
C1 -6.796 -1.937 -0.171
C2 -5.798 -0.999 0.503
C3 -6.109 -0.885 1.993
C4 -4.374 -1.511 0.261
C5 -3.290 -0.546 0.727
N1 -3.326 0.701 -0.005
C6 -2.819 1.827 0.545
O1 -2.671 1.947 1.744
C7 -2.495 2.980 -0.422
C8 -1.391 3.818 0.234
C9 -0.059 3.084 0.120
N2 0.272 2.826 -1.273
C10 1.275 2.028 -1.687
O2 1.479 1.782 -2.865
C11 2.194 1.426 -0.618
C12 3.374 2.369 -0.311
C13 4.242 1.740 0.742
C14 5.348 0.980 0.387
C15 6.104 0.344 1.356
C16 5.760 0.460 2.692
C17 4.658 1.216 3.054
C18 3.903 1.850 2.084
N3 2.698 0.168 -1.117
C19 2.296 -1.020 -0.627
O3 1.545 -1.131 0.329
O4 2.847 -2.023 -1.306
C20 2.601 -3.403 -0.924
C21 3.112 -3.656 0.493
C22 3.416 -4.206 -1.940
C23 1.115 -3.739 -1.047
C24 -0.744 3.204 -2.236
C25 -2.056 2.533 -1.830
C26 -1.896 -1.189 0.638
O5 -1.687 -2.352 0.860
O6 -0.965 -0.309 0.311
H1 -7.813 -1.578 -0.030
H2 -6.723 -2.935 0.257
H3 -6.604 -2.008 -1.239
H4 -5.891 -0.005 0.052
H5 -5.487 -0.131 2.469
H6 -7.148 -0.601 2.138
H7 -5.941 -1.838 2.489
H8 -4.235 -1.699 -0.808
H9 -4.224 -2.458 0.782
H10 -3.424 -0.292 1.786
H11 -3.404 0.622 -1.006
H12 -3.404 3.588 -0.487
H13 -1.627 3.935 1.292
H14 -1.332 4.809 -0.215
H15 0.735 3.680 0.583
H16 -0.153 2.141 0.668
H17 1.650 1.199 0.301
H18 3.937 2.531 -1.232
H19 2.985 3.328 0.032
H20 5.620 0.885 -0.654
H21 6.962 -0.245 1.068
H22 6.348 -0.038 3.449
H23 4.385 1.309 4.095
H24 3.040 2.434 2.372
H25 3.164 0.185 -2.012
H26 4.158 -3.367 0.571
H27 3.015 -4.711 0.732
H28 2.535 -3.079 1.211
H29 3.059 -4.003 -2.946
H30 3.321 -5.268 -1.736
H31 4.464 -3.925 -1.881
H32 0.979 -4.813 -0.949
H33 0.534 -3.248 -0.271
H34 0.743 -3.427 -2.021
H35 -0.841 4.291 -2.284
H36 -0.415 2.841 -3.212
H37 -1.856 1.459 -1.850
H38 -2.826 2.754 -2.570
H39 -0.046 -0.698 0.364

Net charge: 0
Orbital gap: 0.3609 Ha
Structure (SMILES): CC(C)C[C@H](NC(=O)C1CCN(C(=O)[C@H](Cc2ccccc2)NC(=O)OC(C)(C)C)CC1)C(=O)O
Relative energy (zero: lowest compared OMol25 entry of this formula, charge and spin): 4.7 kcal/mol
Total energy: -1629.97905 hartree
E_HOMO: -9.195 eV

Atomic charges from the natural (NBO) analysis, expressed in e, are listed below:
1 C -0.60
2 C -0.22
3 C -0.61
4 C -0.40
5 C -0.16
6 N -0.62
7 C 0.72
8 O -0.64
9 C -0.33
10 C -0.40
11 C -0.23
12 N -0.44
13 C 0.68
14 O -0.65
15 C -0.13
16 C -0.41
17 C -0.05
18 C -0.20
19 C -0.21
20 C -0.22
21 C -0.22
22 C -0.16
23 N -0.61
24 C 0.93
25 O -0.72
26 O -0.52
27 C 0.27
28 C -0.64
29 C -0.61
30 C -0.65
31 C -0.23
32 C -0.41
33 C 0.80
34 O -0.61
35 O -0.72
36 H 0.21
37 H 0.20
38 H 0.20
39 H 0.20
40 H 0.21
41 H 0.21
42 H 0.20
43 H 0.20
44 H 0.24
45 H 0.25
46 H 0.40
47 H 0.24
48 H 0.26
49 H 0.20
50 H 0.20
51 H 0.22
52 H 0.24
53 H 0.22
54 H 0.22
55 H 0.21
56 H 0.21
57 H 0.21
58 H 0.21
59 H 0.20
60 H 0.42
61 H 0.21
62 H 0.22
63 H 0.24
64 H 0.22
65 H 0.21
66 H 0.21
67 H 0.21
68 H 0.25
69 H 0.21
70 H 0.19
71 H 0.25
72 H 0.21
73 H 0.22
74 H 0.53

=====

[3]
Formula: C26H40AsBaN5O6PS2
Source: OMol25
Level of theory: the ωB97M-V functional and the def2-TZVPD basis

Positions of all 82 atoms, in Å:
Ba1 1.187 -1.318 0.726
S1 -0.447 -1.704 3.415
C1 0.563 -1.043 4.713
C2 0.295 -1.510 6.008
C3 0.999 -1.083 7.117
C4 2.016 -0.148 6.953
C5 2.297 0.326 5.686
C6 1.600 -0.096 4.544
S2 2.085 0.625 3.002
H1 -0.494 -2.245 6.119
H2 0.763 -1.479 8.098
H3 2.588 0.203 7.804
H4 3.090 1.050 5.540
O1 -0.299 -7.347 2.578
C7 -1.363 -6.988 1.907
O2 -2.386 -7.645 1.886
C8 -1.291 -5.710 1.139
C9 -2.354 -5.237 0.411
N1 -1.949 -4.097 -0.174
N2 -0.680 -3.783 0.128
C10 -0.264 -4.747 0.939
C11 1.139 -4.668 1.503
O3 1.479 -5.549 2.317
O4 1.840 -3.715 1.091
H5 0.469 -6.667 2.444
H6 -3.340 -5.649 0.280
H7 -2.479 -3.483 -0.766
O5 2.037 -0.173 -1.493
P1 1.378 0.929 -2.253
N3 2.395 1.717 -3.283
C12 2.461 3.171 -3.455
C13 3.473 3.353 -4.589
C14 3.330 2.067 -5.402
C15 3.160 1.011 -4.315
N4 0.746 2.083 -1.284
C16 -0.482 2.831 -1.541
C17 -0.300 4.088 -0.697
C18 0.427 3.555 0.537
C19 1.381 2.496 -0.017
N5 0.170 0.329 -3.202
C20 -0.355 0.942 -4.419
C21 -1.865 0.785 -4.277
C22 -1.995 -0.572 -3.582
C23 -0.809 -0.607 -2.611
H8 2.780 3.667 -2.537
H9 1.486 3.588 -3.735
H10 4.482 3.419 -4.178
H11 3.283 4.256 -5.168
H12 4.182 1.871 -6.052
H13 2.429 2.114 -6.020
H14 4.131 0.688 -3.927
H15 2.623 0.124 -4.655
H16 -1.355 2.260 -1.203
H17 -0.604 3.055 -2.604
H18 -1.249 4.572 -0.465
H19 0.331 4.804 -1.232
H20 -0.284 3.066 1.206
H21 0.950 4.321 1.106
H22 1.450 1.677 0.697
H23 2.384 2.895 -0.196
H24 0.001 0.409 -5.310
H25 -0.039 1.983 -4.511
H26 -2.383 0.828 -5.235
H27 -2.261 1.574 -3.633
H28 -1.910 -1.375 -4.318
H29 -2.946 -0.690 -3.063
H30 -0.380 -1.609 -2.532
H31 -1.097 -0.282 -1.606
C24 -3.306 1.660 1.077
As1 -2.069 0.359 1.861
C25 -1.444 1.336 3.390
C26 -3.297 -1.089 2.195
O6 -1.016 0.077 0.597
H32 -4.151 1.860 1.737
H33 -3.670 1.262 0.129
H34 -2.770 2.592 0.889
H35 -1.883 2.335 3.378
H36 -0.353 1.375 3.315
H37 -1.711 0.790 4.292
H38 -3.588 -1.077 3.244
H39 -2.789 -2.028 1.993
H40 -4.168 -0.965 1.549

Net charge: -1
Orbital gap: 0.1953 Ha
Relative energy (zero: lowest compared OMol25 entry of this formula, charge and spin): 22.4 kcal/mol
Total energy: -5139.29959 hartree
E_HOMO: -3.481 eV

Atomic charges from the Mulliken analysis, expressed in e, are listed below:
1 Ba 1.55
2 S -0.08
3 C 0.11
4 C -0.61
5 C -0.56
6 C -0.49
7 C -0.71
8 C 0.28
9 S -0.64
10 H 0.34
11 H 0.33
12 H 0.33
13 H 0.34
14 O -0.57
15 C 0.49
16 O -0.66
17 C 0.49
18 C -0.66
19 N 0.15
20 N -0.23
21 C -0.29
22 C 0.84
23 O -0.86
24 O -0.84
25 H 0.48
26 H 0.52
27 H 0.09
28 O -1.17
29 P -0.94
30 N 0.51
31 C -0.19
32 C -0.73
33 C -0.64
34 C -0.60
35 N 1.01
36 C -0.04
37 C -0.88
38 C -0.24
39 C 0.22
40 N 0.38
41 C -0.38
42 C -0.74
43 C -0.72
44 C 0.51
45 H 0.13
46 H 0.22
47 H 0.32
48 H 0.38
49 H 0.39
50 H 0.22
51 H 0.35
52 H 0.34
53 H -0.10
54 H 0.24
55 H 0.41
56 H 0.34
57 H -0.34
58 H 0.48
59 H -0.45
60 H 0.35
61 H 0.38
62 H 0.16
63 H 0.47
64 H 0.17
65 H 0.33
66 H 0.40
67 H 0.13
68 H -0.45
69 C -1.35
70 As 0.66
71 C -1.13
72 C -1.06
73 O -0.46
74 H 0.39
75 H 0.37
76 H 0.22
77 H 0.50
78 H 0.13
79 H 0.46
80 H 0.38
81 H 0.15
82 H 0.41

=====

Question: Number 1 is which compound?
Answer: C26H39F3N6O3ReS2SbSe

=====

Question: What is the formula in the first record?
Answer: C26H39F3N6O3ReS2SbSe